116
Properties=species:S:1:pos:R:3:forces:R:3:lowdin_charge:R:1 method="wB97M-V/def2-TZVPD" total_charge=+2 homo_ev=-13.29 gap_ha=0.2549 fmax_ha_per_bohr=0.0128
Ti 0.9926 -0.4446 -1.1233 0.1 0.5 0.4 0.89
C 2.9907 -2.7647 1.1053 -0.1 0.0 -0.1 -0.45
C 3.9128 -1.6893 1.6460 0.0 0.0 0.0 -0.46
S 3.2149 -0.0284 1.4338 0.0 0.1 0.0 0.95
C 4.5889 0.9002 0.6925 0.0 0.0 0.1 -0.46
C 4.3681 1.3808 -0.7388 -0.1 -0.1 -0.1 -0.44
S 3.5703 0.2038 -1.8610 0.0 -0.1 0.0 0.94
C 4.6924 -1.2136 -1.6550 0.0 0.1 0.0 -0.44
C 3.9862 -2.5556 -1.5837 -0.1 0.0 0.1 -0.45
S 2.4556 -2.6182 -0.6166 0.0 -0.1 -0.2 0.93
H 3.4403 -3.7536 1.2064 0.0 0.0 0.0 0.11
H 2.0534 -2.7785 1.6634 0.0 0.0 0.0 0.05
H 4.0468 -1.8751 2.7131 0.0 0.0 0.0 0.09
H 4.8956 -1.7382 1.1831 0.0 0.0 0.0 0.08
H 4.7477 1.7876 1.3051 0.0 0.0 0.0 0.08
H 5.4895 0.2953 0.7860 0.0 0.0 0.0 0.08
H 3.7271 2.2576 -0.7611 0.0 0.0 0.0 0.04
H 5.3166 1.6541 -1.2031 0.0 0.0 0.0 0.11
H 5.3879 -1.2033 -2.4938 0.0 0.0 0.0 0.10
H 5.2650 -1.0380 -0.7512 0.0 0.0 0.0 0.06
H 3.7033 -2.9104 -2.5759 0.0 0.0 0.0 0.08
H 4.6550 -3.3153 -1.1759 0.0 0.0 0.0 0.11
O 0.8927 1.3470 -0.0501 -0.3 0.0 -0.3 -0.16
C 0.6046 2.6306 -0.6749 0.1 -0.1 0.0 -0.23
C 0.4942 2.2381 -2.1563 -0.1 0.1 0.1 -0.46
O 0.2662 2.9872 -3.0561 0.0 -0.1 0.0 0.16
O 0.7184 0.9293 -2.3514 0.0 -0.1 -0.1 -0.22
C 1.8005 3.5520 -0.4139 0.0 0.0 -0.1 -0.15
C 2.3235 4.3793 -1.3994 0.0 0.0 0.0 -0.01
C 3.4073 5.2016 -1.1117 0.0 0.0 0.0 -0.05
C 3.9607 5.2192 0.1571 0.0 0.0 0.0 -0.06
C 3.4199 4.4132 1.1519 0.0 0.0 0.0 -0.06
C 2.3467 3.5851 0.8697 0.0 0.0 0.0 -0.04
C -0.6576 3.3195 -0.1363 0.1 0.0 0.1 -0.11
C -1.3543 4.2271 -0.9282 0.1 0.0 0.0 -0.01
C -2.3706 4.9992 -0.3829 0.0 0.0 -0.1 -0.06
C -2.7193 4.8730 0.9498 0.0 0.0 0.1 -0.07
C -2.0267 3.9746 1.7470 0.0 0.0 0.0 -0.06
C -0.9911 3.2213 1.2150 0.0 0.0 0.0 -0.03
H 0.6370 1.2354 0.9265 0.0 0.0 0.1 0.03
H 1.8954 4.3886 -2.3924 0.0 0.0 0.0 0.12
H 3.8106 5.8367 -1.8893 0.0 0.0 0.0 0.12
H 4.8004 5.8646 0.3775 0.0 0.0 0.0 0.11
H 3.8294 4.4376 2.1540 0.0 0.0 0.0 0.12
H 1.9468 2.9637 1.6615 -0.1 0.0 0.0 0.12
H -1.0919 4.3594 -1.9660 0.0 0.0 0.0 0.12
H -2.8883 5.7092 -1.0152 0.0 0.0 0.0 0.12
H -3.5076 5.4828 1.3716 0.0 0.0 0.0 0.11
H -2.2644 3.8768 2.7990 0.0 0.0 0.0 0.11
H -0.4479 2.5810 1.8911 0.0 0.0 0.0 0.09
N 1.3270 -1.5110 -3.1057 0.0 -0.1 0.0 -0.02
C 0.4258 -1.1976 -4.2109 0.0 0.0 0.0 -0.29
C 0.8917 -1.1765 -5.5129 0.0 0.0 0.0 0.00
C -0.0142 -0.9715 -6.5439 0.1 0.0 0.0 -0.03
C -1.3676 -0.8249 -6.2704 0.0 0.0 0.0 -0.04
C -1.8199 -0.8444 -4.9610 0.0 -0.1 0.0 -0.05
C -0.9101 -0.9918 -3.9166 0.0 0.0 0.0 -0.30
P -1.3469 -0.9973 -2.1697 0.0 0.0 -0.1 1.15
C -2.3647 0.4428 -1.8153 0.0 0.0 0.1 -0.34
C -2.8304 0.5931 -0.5061 0.0 0.0 0.0 -0.10
C -3.7338 1.5967 -0.2011 -0.1 -0.1 0.0 -0.05
C -4.1765 2.4521 -1.1999 0.0 0.0 0.1 -0.05
C -3.6829 2.3347 -2.4898 0.0 0.0 0.0 -0.05
C -2.7676 1.3427 -2.7999 0.0 0.0 -0.1 -0.06
C -2.4143 -2.4555 -2.0367 0.0 0.1 0.0 -0.33
C -3.6756 -2.4157 -1.4537 0.0 0.0 0.0 -0.06
C -4.4594 -3.5632 -1.4283 0.0 0.0 0.0 -0.05
C -3.9904 -4.7411 -1.9829 0.0 0.0 0.0 -0.05
C -2.7320 -4.7806 -2.5756 0.0 0.0 0.0 -0.05
C -1.9492 -3.6451 -2.6001 0.0 0.0 0.0 -0.10
H 2.2737 -1.3272 -3.4336 0.0 0.0 0.0 0.06
H 1.2708 -2.5170 -2.9358 0.0 0.0 0.0 0.09
H 1.9425 -1.3301 -5.7290 0.0 0.0 0.0 0.12
H 0.3377 -0.9460 -7.5661 0.0 0.0 0.0 0.12
H -2.0722 -0.6909 -7.0795 0.0 0.0 0.0 0.12
H -2.8767 -0.7399 -4.7500 0.0 0.0 0.0 0.13
H -2.5200 -0.0982 0.2694 0.0 0.0 0.0 0.10
H -4.1060 1.6938 0.8092 0.0 0.0 0.0 0.11
H -4.8985 3.2233 -0.9667 0.0 0.0 0.0 0.12
H -4.0071 3.0214 -3.2607 0.0 0.0 0.0 0.12
H -2.3761 1.2718 -3.8055 0.0 0.0 0.0 0.10
H -4.0659 -1.4975 -1.0386 0.0 0.0 0.0 0.10
H -5.4445 -3.5263 -0.9827 0.0 0.0 0.0 0.12
H -4.6066 -5.6301 -1.9644 0.0 0.0 0.0 0.12
H -2.3679 -5.6977 -3.0186 0.0 0.0 0.0 0.12
H -0.9715 -3.6884 -3.0670 0.0 0.0 0.0 0.11
O -0.3405 -3.2139 -0.2499 0.0 0.0 0.0 0.01
C -0.4976 -2.4126 0.6473 0.0 0.0 0.0 -0.59
N -1.1661 -2.5833 1.8067 0.0 -0.1 0.0 0.19
C -0.8660 -1.5471 2.7792 0.0 0.1 -0.1 -0.26
C -0.1632 -0.5494 1.8511 0.0 0.0 -0.1 -0.38
O 0.2001 0.5644 2.2038 0.0 0.0 0.0 0.03
N 0.0438 -1.1014 0.6160 0.0 -0.1 0.1 0.03
C -2.1210 -1.0103 3.4513 0.0 0.0 0.0 -0.15
C -2.7551 -1.8503 4.3645 0.0 0.0 0.0 -0.02
C -3.9260 -1.4551 4.9873 0.0 0.0 0.0 -0.05
C -4.4668 -0.2040 4.7202 0.0 0.0 0.0 -0.06
C -3.8314 0.6402 3.8259 0.0 0.0 -0.1 -0.06
C -2.6631 0.2402 3.1857 0.0 0.0 0.0 -0.03
C 0.1818 -1.9881 3.8080 0.0 0.0 0.0 -0.15
C 0.7835 -3.2388 3.7583 0.0 0.0 0.0 -0.05
C 1.7552 -3.5845 4.6933 0.0 0.0 0.0 -0.07
C 2.1309 -2.6802 5.6710 0.0 0.0 0.0 -0.07
C 1.5268 -1.4287 5.7242 0.0 0.0 0.0 -0.05
C 0.5548 -1.0849 4.8022 0.0 0.0 0.0 -0.01
H -1.5753 -3.4730 2.0437 0.0 0.0 0.0 0.18
H -2.3199 -2.8136 4.6079 0.0 0.0 0.0 0.13
H -4.4097 -2.1169 5.6933 0.0 0.0 0.0 0.11
H -5.3738 0.1119 5.2177 0.0 0.0 0.0 0.11
H -4.2368 1.6250 3.6277 0.0 0.0 0.0 0.11
H -2.1817 0.9274 2.5027 0.0 0.0 0.0 0.09
H 0.4957 -3.9630 3.0058 0.0 0.0 0.0 0.12
H 2.2031 -4.5693 4.6620 0.0 0.0 0.0 0.11
H 2.8802 -2.9520 6.4026 0.0 0.0 0.0 0.11
H 1.8079 -0.7250 6.4965 0.0 0.0 0.0 0.12
H 0.0742 -0.1164 4.8512 0.0 0.0 0.0 0.13